Entry from the OMol25 dataset: a cluster of 12 separate species, C45H90Cl2O32 in total (the ωB97M-V functional and the def2-TZVPD basis).

Computed properties:
E = -138690.1780 eV
SMILES string = CCOC(=O)OC.CCOC(=O)OC.CCOC(=O)OC.CCOC(=O)OC.CCOC(=O)OC.CCOC(=O)OC.CCOC(=O)OC.CCOC(=O)OC.CCOC(=O)OC.CCOC(=O)OC.CCOC(C)=O.ClCCl
HOMO level = -10.58 eV
strongest force on any atom = 2.4 eV/A
Kohn-Sham gap = 0.408 Ha

Last columns: bonded neighbours and bond lengths (Å).
CARTESIAN COORDINATES (ANGSTROEM)
1 C -1.57286 6.65984 -1.62936  Cl2 1.811, Cl3 1.767, H4 1.080, H5 1.082
2 Cl -3.17618 7.37315 -2.07618  C1 1.811
3 Cl -1.77775 5.12298 -0.78088  C1 1.767
4 H -1.08533 6.49073 -2.57803  C1 1.080
5 H -1.05658 7.38919 -1.01988  C1 1.082
6 C -1.95681 5.22647 2.53647  C7 1.512, H13 1.083, H14 1.095, H15 1.089
7 C -3.08496 5.12284 3.53762  C6 1.512, O8 1.415, H16 1.098, H17 1.094
8 O -3.37676 3.74911 3.71336  C7 1.415, C9 1.351
9 C -4.30210 3.41242 4.63900  O8 1.351, O10 1.191, O11 1.322
10 O -4.93229 4.23354 5.22900  C9 1.191
11 O -4.41353 2.10153 4.76840  C9 1.322, C12 1.427
12 C -3.58705 1.20972 4.02217  O11 1.427, H18 1.086, H19 1.084, H20 1.091
13 H -1.99986 4.46399 1.76846  C6 1.083
14 H -0.96828 5.08428 2.98539  C6 1.095
15 H -1.94393 6.24281 2.14469  C6 1.089
16 H -3.93209 5.69570 3.13865  C7 1.098
17 H -2.95871 5.68255 4.46861  C7 1.094
18 H -4.13123 0.27038 3.99795  C12 1.086
19 H -2.56813 1.10096 4.37499  C12 1.084
20 H -3.42665 1.51846 2.98786  C12 1.091
21 C -5.30250 3.40306 -2.90244  C22 1.534, H28 1.088, H29 1.090, H30 1.089
22 C -4.03957 3.71523 -3.71551  C21 1.534, O23 1.440, H31 1.087, H32 1.090
23 O -2.90880 3.18542 -2.99883  C22 1.440, C24 1.322
24 C -2.35457 2.04629 -3.37855  O23 1.322, O25 1.209, O26 1.319
25 O -2.70486 1.38304 -4.32660  C24 1.209
26 O -1.42472 1.74332 -2.49328  C24 1.319, C27 1.439
27 C -0.54442 0.65036 -2.81018  O26 1.439, H33 1.092, H34 1.087, H35 1.086
28 H -5.35435 2.40701 -2.46793  C21 1.088
29 H -6.17792 3.42758 -3.55160  C21 1.090
30 H -5.30121 4.12722 -2.08917  C21 1.089
31 H -3.91398 4.77890 -3.90369  C22 1.087
32 H -4.08921 3.25789 -4.70339  C22 1.090
33 H 0.02335 0.84896 -3.72156  C27 1.092
34 H -1.19130 -0.20702 -2.97766  C27 1.087
35 H 0.13055 0.58716 -1.96238  C27 1.086
36 C -0.32510 2.22906 4.27065  C37 1.507, H43 1.088, H44 1.094, H45 1.089
37 C 0.97567 1.47703 4.15472  C36 1.507, O38 1.436, H46 1.093, H47 1.092
38 O 0.60439 0.08977 4.15795  C37 1.436, C39 1.346
39 C 1.58685 -0.82991 4.20275  O38 1.346, O40 1.196, O41 1.320
40 O 2.75770 -0.62759 4.06970  C39 1.196
41 O 1.06937 -2.00413 4.51355  C39 1.320, C42 1.406
42 C -0.20003 -2.46095 4.11927  O41 1.406, H48 1.090, H49 1.091, H50 1.089
43 H -0.90462 2.08033 3.36177  C36 1.088
44 H -0.11389 3.29062 4.42970  C36 1.094
45 H -0.90134 1.98209 5.16110  C36 1.089
46 H 1.62874 1.68352 5.00598  C37 1.093
47 H 1.51316 1.74234 3.24151  C37 1.092
48 H -0.36767 -2.39809 3.04374  C42 1.090
49 H -1.00466 -1.90282 4.60098  C42 1.091
50 H -0.36328 -3.51646 4.33040  C42 1.089
51 C -7.45055 -2.36536 1.34308  C52 1.533, H58 1.087, H59 1.085, H60 1.097
52 C -7.52173 -1.03279 0.58957  C51 1.533, O53 1.435, H61 1.086, H62 1.090
53 O -6.24751 -0.40616 0.79388  C52 1.435, C54 1.318
54 C -6.02596 0.70516 0.12103  O53 1.318, O55 1.198, O56 1.335
55 O -6.63749 1.11708 -0.82324  C54 1.198
56 O -4.98357 1.30735 0.69873  C54 1.335, C57 1.410
57 C -4.44443 2.52283 0.22944  O56 1.410, H63 1.093, H64 1.086, H65 1.090
58 H -6.65562 -2.99948 0.95800  C51 1.087
59 H -8.42057 -2.83219 1.48221  C51 1.085
60 H -7.10932 -2.07363 2.34389  C51 1.097
61 H -8.35466 -0.42763 0.93502  C52 1.086
62 H -7.65236 -1.30304 -0.45807  C52 1.090
63 H -4.98138 3.47071 0.31951  C57 1.093
64 H -4.14959 2.48794 -0.81524  C57 1.086
65 H -3.54592 2.66214 0.83030  C57 1.090
66 C 0.80299 4.05828 -3.34745  C67 1.498, H73 1.097, H74 1.090, H75 1.088
67 C 1.56057 5.30801 -3.01975  C66 1.498, O68 1.434, H76 1.093, H77 1.089
68 O 1.52443 6.20574 -4.13751  C67 1.434, C69 1.321
69 C 1.19932 7.47330 -3.95778  O68 1.321, O70 1.204, O71 1.336
70 O 0.82384 7.98801 -2.93667  C69 1.204
71 O 1.46192 8.12506 -5.09356  C69 1.336, C72 1.426
72 C 1.33658 9.54493 -5.07317  O71 1.426, H78 1.092, H79 1.085, H80 1.088
73 H -0.18166 4.35322 -3.73122  C66 1.097
74 H 0.51878 3.45763 -2.48293  C66 1.090
75 H 1.27160 3.44576 -4.11522  C66 1.088
76 H 2.59630 5.02021 -2.82239  C67 1.093
77 H 1.22287 5.80315 -2.11025  C67 1.089
78 H 0.29651 9.86314 -4.97996  C72 1.092
79 H 1.70018 9.82425 -6.05702  C72 1.085
80 H 1.87091 10.00643 -4.24485  C72 1.088
81 C 7.06472 -2.44646 -1.31621  C82 1.517, H88 1.091, H89 1.095, H90 1.087
82 C 6.52929 -1.27386 -2.11637  C81 1.517, O83 1.422, H91 1.091, H92 1.092
83 O 5.12900 -1.32325 -2.35887  C82 1.422, C84 1.327
84 C 4.59412 -2.18079 -3.21915  O83 1.327, O85 1.210, O86 1.321
85 O 5.19186 -3.03528 -3.83247  C84 1.210
86 O 3.28862 -1.97693 -3.21234  C84 1.321, C87 1.419
87 C 2.41622 -2.78127 -3.99068  O86 1.419, H93 1.092, H94 1.089, H95 1.087
88 H 8.14425 -2.39592 -1.16815  C81 1.091
89 H 6.96105 -3.36410 -1.90390  C81 1.095
90 H 6.56787 -2.62206 -0.36548  C81 1.087
91 H 7.05051 -1.05159 -3.04895  C82 1.091
92 H 6.69898 -0.37246 -1.52447  C82 1.092
93 H 1.47656 -2.90610 -3.44848  C87 1.092
94 H 2.77218 -3.80588 -4.08958  C87 1.089
95 H 2.19124 -2.27531 -4.92568  C87 1.087
96 C -2.90757 -2.32198 1.04321  C97 1.538, H103 1.090, H104 1.086, H105 1.090
97 C -3.56795 -2.20152 -0.34041  C96 1.538, O98 1.420, H106 1.093, H107 1.089
98 O -3.24249 -3.28474 -1.19959  C97 1.420, C99 1.335
99 C -2.00732 -3.30670 -1.70663  O98 1.335, O100 1.202, O101 1.329
100 O -1.30042 -2.34481 -1.85090  C99 1.202
101 O -1.79432 -4.54367 -2.14489  C99 1.329, C102 1.406
102 C -0.66606 -4.80680 -2.94095  O101 1.406, H108 1.093, H109 1.087, H110 1.093
103 H -3.20208 -1.47180 1.65821  C96 1.090
104 H -1.82900 -2.27553 0.92491  C96 1.086
105 H -3.34371 -3.22415 1.47337  C96 1.090
106 H -3.38519 -1.19501 -0.72671  C97 1.093
107 H -4.65161 -2.19386 -0.23349  C97 1.089
108 H -0.64104 -4.25292 -3.88292  C102 1.093
109 H -0.72638 -5.86605 -3.17821  C102 1.087
110 H 0.27911 -4.61296 -2.42846  C102 1.093
111 C 6.49815 -7.07250 0.02946  C112 1.520, H118 1.086, H119 1.088, H120 1.098
112 C 5.39939 -6.02791 0.13892  C111 1.520, O113 1.445, H121 1.088, H122 1.090
113 O 5.97357 -4.90429 0.84341  C112 1.445, C114 1.309
114 C 5.16104 -4.04744 1.40840  O113 1.309, O115 1.211, O116 1.351
115 O 3.95769 -4.00953 1.27990  C114 1.211
116 O 5.92740 -3.11720 2.01777  C114 1.351, C117 1.422
117 C 5.23934 -2.00809 2.58159  O116 1.422, H123 1.094, H124 1.087, H125 1.088
118 H 6.92145 -7.44118 0.95966  C111 1.086
119 H 7.25655 -6.82579 -0.71061  C111 1.088
120 H 5.97867 -7.93969 -0.39930  C111 1.098
121 H 4.51759 -6.47201 0.59658  C112 1.088
122 H 5.09165 -5.69916 -0.85364  C112 1.090
123 H 5.04084 -2.20574 3.63918  C117 1.094
124 H 4.28489 -1.78187 2.11318  C117 1.087
125 H 5.88236 -1.13046 2.58651  C117 1.088
126 C -3.56292 -8.18423 2.79653  C127 1.523, H133 1.091, H134 1.092, H135 1.094
127 C -2.88968 -7.58397 1.56921  C126 1.523, O128 1.428, H136 1.089, H137 1.089
128 O -2.05579 -6.52026 2.02940  C127 1.428, C129 1.328
129 C -1.14693 -6.04151 1.18753  O128 1.328, O130 1.204, O131 1.318
130 O -1.18442 -6.20387 -0.00441  C129 1.204
131 O -0.22544 -5.41743 1.89287  C129 1.318, C132 1.433
132 C 0.85915 -4.81164 1.17881  O131 1.433, H138 1.090, H139 1.089, H140 1.087
133 H -2.99701 -7.95352 3.70005  C126 1.091
134 H -3.68133 -9.26917 2.76707  C126 1.092
135 H -4.58825 -7.86626 3.00541  C126 1.094
136 H -3.60370 -7.11126 0.89703  C127 1.089
137 H -2.40339 -8.44514 1.11295  C127 1.089
138 H 1.61742 -5.58407 1.05087  C132 1.090
139 H 1.41001 -4.02539 1.69277  C132 1.089
140 H 0.47572 -4.41962 0.24013  C132 1.087
141 C 3.84288 2.15944 -2.72853  C142 1.515, H148 1.090, H149 1.093, H150 1.088
142 C 3.22128 1.29946 -1.64683  C141 1.515, O143 1.416, H151 1.089, H152 1.098
143 O 4.14928 1.07684 -0.60077  C142 1.416, C144 1.313
144 C 3.95107 1.57583 0.59771  O143 1.313, O145 1.204, O146 1.331
145 O 3.13601 2.39961 0.92401  C144 1.204
146 O 4.82818 1.02951 1.43594  C144 1.331, C147 1.420
147 C 4.79983 1.47476 2.78387  O146 1.420, H153 1.097, H154 1.087, H155 1.084
148 H 3.11491 2.41423 -3.49813  C141 1.090
149 H 4.61762 1.54955 -3.19939  C141 1.093
150 H 4.27078 3.07351 -2.32145  C141 1.088
151 H 2.76661 0.37937 -2.01025  C142 1.089
152 H 2.35324 1.83270 -1.23800  C142 1.098
153 H 4.97115 2.55702 2.82799  C147 1.097
154 H 5.70084 1.08328 3.24834  C147 1.087
155 H 3.86626 1.29753 3.30487  C147 1.084
156 O -1.30106 0.51681 1.03704  C157 1.204
157 C -0.21882 0.94848 0.73169  O156 1.204, O158 1.334, C161 1.503
158 O 0.90180 0.24155 0.57451  C157 1.334, C159 1.417
159 C 1.02180 -1.15754 0.76197  O158 1.417, C160 1.522, H162 1.091, H163 1.094
160 C 1.62350 -1.80572 -0.47624  C159 1.522, H164 1.085, H165 1.094, H166 1.089
161 C 0.05801 2.42062 0.60770  C157 1.503, H167 1.089, H168 1.094, H169 1.084
162 H 0.05314 -1.54726 1.07713  C159 1.091
163 H 1.70210 -1.30276 1.60672  C159 1.094
164 H 1.79545 -2.87133 -0.36462  C160 1.085
165 H 2.62117 -1.37344 -0.59294  C160 1.094
166 H 1.03115 -1.56310 -1.35732  C160 1.089
167 H 0.70391 2.74798 -0.20567  C161 1.089
168 H 0.66699 2.74566 1.45607  C161 1.094
169 H -0.86871 2.98146 0.64388  C161 1.084